Formula: C55H54Br2N5OPS2TaTe
Source: the OMol25 dataset
Level of theory: ωB97M-V with the def2-TZVPD basis set

Computed properties:
Total charge: +1
Kohn-Sham gap, eV: 5.67

Last column: Mulliken charge in e.
Geometry (Å):
Ta 1.09367 0.49190 1.07648  0.560
N -1.08431 1.13736 -3.24956  0.270
C -2.24869 1.85469 -2.88085  -0.882
C -3.35943 1.86916 -3.70688  -0.503
C -4.48770 2.58520 -3.32618  -0.810
C -4.50834 3.26132 -2.11607  -0.875
C -3.39767 3.22533 -1.28282  -0.538
C -2.25979 2.53915 -1.67725  0.328
S -0.79817 2.58956 -0.69697  0.393
N -0.03504 1.09973 -1.13547  -0.163
C -0.18978 0.65744 -2.33240  -0.360
C 0.75620 -0.38193 -2.85261  0.473
C 1.10173 -0.42535 -4.20027  -0.829
C 2.03806 -1.35947 -4.61416  -1.203
C 2.59093 -2.21568 -3.67775  -1.256
C 2.18328 -2.09195 -2.35887  -0.350
N 1.29506 -1.19272 -1.94801  1.101
H -1.19675 0.56506 -4.07117  0.417
H -3.33776 1.34124 -4.65392  0.553
H -5.34892 2.61182 -3.97990  0.415
H -5.38613 3.81815 -1.81761  0.446
H -3.40432 3.75169 -0.33516  0.574
H 0.69985 0.27314 -4.92122  0.664
H 2.33237 -1.40781 -5.65409  0.501
H 3.32414 -2.96014 -3.95622  0.579
H 2.58384 -2.75053 -1.59414  0.454
Br 5.26325 -4.78171 2.81418  -0.141
C 4.04547 -3.53908 2.11119  -0.736
C 2.71072 -3.57405 2.48246  -0.866
C 1.86019 -2.61689 1.96946  -1.101
N 2.24745 -1.67014 1.10442  1.243
C 3.53714 -1.66079 0.74653  0.426
C 4.47329 -2.56476 1.23207  -1.115
C 3.89138 -0.59225 -0.20204  0.934
C 5.01698 -0.65417 -1.01061  -1.210
C 5.20854 0.34357 -1.94834  -0.695
Br 6.69671 0.28532 -3.08931  -0.120
C 4.28383 1.36928 -2.05100  -0.657
C 3.20850 1.35783 -1.18716  0.312
N 3.00456 0.40677 -0.27373  0.646
H 2.34337 -4.31014 3.18377  0.539
H 0.82483 -2.56946 2.26708  0.884
H 5.51436 -2.49425 0.95448  0.598
H 5.71199 -1.47682 -0.93490  0.485
H 4.39344 2.16718 -2.77143  0.620
H 2.47124 2.13906 -1.21056  -0.372
C -1.53166 -0.25813 3.73141  -1.139
P -1.26280 0.78202 2.26288  1.551
C -2.83783 0.56982 1.35526  -0.796
C -1.49390 2.42697 2.99861  -1.471
H -2.50670 -0.03308 4.16809  0.557
H -0.75576 -0.03974 4.46412  0.366
H -1.48559 -1.31163 3.46774  -0.030
H -3.67338 0.85408 1.99865  0.572
H -2.97211 -0.46562 1.05399  0.079
H -2.85958 1.19962 0.46769  -0.086
H -2.46158 2.47458 3.50265  0.632
H -1.43172 3.20340 2.23636  0.212
H -0.69500 2.59728 3.71947  0.237
C 1.70003 0.34134 2.78132  0.256
C 2.19880 0.17382 4.12570  1.202
C 1.78742 -0.90235 4.92431  0.159
C 2.31903 -1.08801 6.19157  -1.107
C 3.26773 -0.20402 6.68540  -0.544
C 3.68482 0.86791 5.90564  -0.785
C 3.16138 1.05648 4.63773  -0.219
H 1.04391 -1.59170 4.54327  0.536
H 1.98981 -1.92340 6.79723  0.425
H 3.68042 -0.34782 7.67562  0.399
H 4.42418 1.56000 6.28854  0.436
H 3.48840 1.88987 4.02899  0.389
O -0.75924 -1.77052 1.07691  -0.219
S -1.68179 -2.77518 0.43611  -0.106
C -0.81746 -3.35995 -1.04502  1.111
C -1.66501 -3.27272 -2.28077  0.752
C -2.31528 -2.08468 -2.60826  -0.027
C -3.08693 -2.00303 -3.75692  -0.723
C -3.20769 -3.10390 -4.59562  -0.727
C -2.56694 -4.29003 -4.27158  -0.853
C -1.80548 -4.37590 -3.11354  -0.448
C -1.59967 -4.29644 1.42393  -0.941
C -2.35771 -5.38026 0.71345  0.246
C -3.72824 -5.25203 0.50164  -0.193
C -4.41935 -6.21918 -0.21184  -0.808
C -3.74894 -7.32601 -0.71367  -0.421
C -2.38545 -7.46463 -0.49800  -0.827
C -1.69176 -6.49204 0.20720  -0.158
H -0.43407 -4.36766 -0.88908  0.712
H 0.02350 -2.66757 -1.08143  -1.951
H -2.24128 -1.22313 -1.94961  0.327
H -3.61280 -1.08422 -3.98536  0.581
H -3.81455 -3.04079 -5.48930  0.439
H -2.66892 -5.15397 -4.91528  0.441
H -1.32631 -5.31115 -2.84748  0.420
H -2.04560 -4.03473 2.38549  0.637
H -0.54827 -4.54634 1.57210  0.314
H -4.25884 -4.39290 0.89635  0.404
H -5.48366 -6.11029 -0.37338  0.416
H -4.29006 -8.08353 -1.26514  0.432
H -1.86229 -8.33381 -0.87528  0.408
H -0.62618 -6.60412 0.37574  0.437
C -0.87602 8.48412 -0.84410  -1.617
C -0.22690 7.24067 -0.30385  0.655
C 0.57475 6.43665 -1.09843  -1.119
C 1.17000 5.27570 -0.61488  1.763
C 2.01005 4.49400 -1.58247  -1.298
C 0.97240 4.87563 0.71586  -0.487
Te 1.81561 3.11452 1.66627  0.131
C 0.21243 5.71963 1.55019  1.119
C 0.03859 5.54498 3.04171  -1.661
C -0.38331 6.86311 1.01867  -1.042
H -0.65949 8.61223 -1.90417  0.356
H -0.52166 9.37282 -0.31932  0.369
H -1.96014 8.44675 -0.72385  0.340
H 0.74825 6.71833 -2.13220  0.290
H 2.26888 5.10472 -2.44750  0.487
H 1.44887 3.63021 -1.95220  -0.011
H 2.93108 4.14484 -1.11254  0.320
H 0.26816 4.54424 3.39318  -0.037
H -0.98129 5.79760 3.33609  0.423
H 0.70608 6.22852 3.57228  0.428
H -0.97199 7.48888 1.68320  0.457

Formula: C55H55BiBrF4N5O5P2SSi
Source: the OMol25 dataset
Level of theory: ωB97M-V with the def2-TZVPD basis set

Computed properties:
Total charge: 0
Kohn-Sham gap, eV: 8.43

Last column: Mulliken charge in e.
Geometry (Å):
Bi -0.96825 -0.06787 -0.24752  1.370
F -4.70964 4.59429 -5.63435  -0.294
C -4.38965 3.64254 -4.76336  0.467
C -5.00644 2.40795 -4.83123  0.327
F -5.93455 2.17632 -5.75838  -0.302
C -4.66884 1.42304 -3.91974  -0.139
F -5.35215 0.27424 -4.00493  -0.423
C -3.70446 1.62064 -2.94373  0.447
P -3.32685 0.30668 -1.70624  0.609
C -3.57495 -1.24984 -2.58222  0.756
C -2.99110 -1.40356 -3.83890  -0.669
C -3.07752 -2.62035 -4.49358  -0.768
C -3.72779 -3.69052 -3.89191  -0.751
C -4.27393 -3.54832 -2.62485  -0.724
C -4.19273 -2.33134 -1.96210  -0.643
C -4.68310 0.56677 -0.53267  1.280
C -4.39624 1.31626 0.60788  -0.492
C -5.40764 1.59857 1.51447  -0.600
C -6.69465 1.12840 1.29176  -0.562
C -6.98011 0.39216 0.14883  -0.895
C -5.97916 0.11701 -0.77035  -0.607
C -3.11382 2.89138 -2.86697  0.026
Br -1.85709 3.27089 -1.52398  0.073
C -3.45437 3.87929 -3.77116  0.249
F -2.89451 5.08921 -3.71475  -0.331
H -2.45643 -0.57893 -4.29981  0.288
H -2.63278 -2.73377 -5.47339  0.473
H -3.79904 -4.63911 -4.40770  0.403
H -4.76547 -4.38528 -2.14654  0.469
H -4.58856 -2.22960 -0.95949  0.331
H -3.39238 1.68541 0.80340  0.232
H -5.17833 2.17904 2.39781  0.512
H -7.47975 1.34027 2.00627  0.404
H -7.98499 0.03280 -0.03085  0.445
H -6.21241 -0.44002 -1.66950  0.463
O -1.55302 2.48095 1.64816  -0.710
C -0.38190 2.76545 1.36216  -0.192
O 0.07078 3.04821 0.21493  -0.198
C 0.67040 2.80020 2.47081  -1.173
P 2.27750 2.58933 1.70956  1.092
C 2.76081 4.06619 0.78745  0.733
C 1.94695 5.18145 0.62781  -0.523
C 2.39259 6.26837 -0.11075  -0.800
C 3.65229 6.24702 -0.69188  -0.537
C 4.47396 5.13917 -0.52674  -0.704
C 4.02899 4.05324 0.20985  -0.380
C 3.45486 2.62951 3.10913  0.768
C 3.30611 3.48225 4.20090  -0.444
C 4.23946 3.48462 5.22618  -0.743
C 5.34177 2.64319 5.16494  -0.485
C 5.50280 1.79520 4.07893  -0.754
C 4.56121 1.78623 3.05948  -0.238
H 0.53269 1.96984 3.16470  0.371
H 0.58769 3.73924 3.02096  0.597
H 0.95232 5.19125 1.05249  0.166
H 1.74788 7.12709 -0.24460  0.444
H 3.99391 7.09277 -1.27449  0.405
H 5.46524 5.12865 -0.96197  0.428
H 4.66808 3.18854 0.34241  0.437
H 2.46186 4.15788 4.25592  0.300
H 4.10605 4.14173 6.07587  0.415
H 6.07298 2.65097 5.96282  0.386
H 6.36027 1.13625 4.02807  0.429
H 4.66969 1.11858 2.21291  0.394
N -2.48079 -1.23321 0.79440  -0.484
C -2.35238 -2.03205 1.73201  0.030
C -3.49425 -2.76712 2.33880  0.103
C -3.35556 -4.05124 2.85410  -0.262
C -4.45214 -4.69989 3.40106  -0.865
C -5.68435 -4.06253 3.44987  -0.422
C -5.82335 -2.78081 2.93456  -0.719
C -4.73287 -2.13425 2.37540  0.397
H -2.39300 -4.54313 2.82234  0.370
H -4.34480 -5.70325 3.79145  0.420
H -6.53325 -4.56213 3.89813  0.390
H -6.78247 -2.28077 2.96755  0.454
H -4.82214 -1.13230 1.97024  0.203
C 2.44332 -1.63044 -0.68497  0.796
Si 1.09915 -2.80882 -1.25191  0.068
C 1.60524 -3.48845 -2.92315  -1.340
C 0.86352 -4.23680 -0.06068  -0.516
C -0.52553 -1.90556 -1.47858  -0.529
H 3.34973 -2.15729 -0.37910  0.653
H 2.14680 -0.97966 0.14218  -0.359
H 2.71088 -0.97633 -1.51990  -1.121
H 2.53768 -4.05443 -2.86395  0.358
H 1.74537 -2.68176 -3.64660  0.342
H 0.83244 -4.15339 -3.31574  0.354
H 1.79927 -4.51971 0.42514  0.321
H 0.47765 -5.10945 -0.59177  0.442
H 0.14635 -3.98310 0.72212  -0.231
H -1.36609 -2.57656 -1.28187  0.472
H -0.60086 -1.57644 -2.51651  0.259
C 4.17005 0.14338 -4.42778  -1.501
C 4.39238 1.45784 -3.68625  0.819
C 4.78966 1.21667 -2.23169  -1.101
C 3.18151 2.39177 -3.77774  -1.256
N 1.91385 1.72131 -3.51125  0.993
C 1.24088 1.57228 -2.37263  -1.327
N 0.12343 0.93823 -2.64416  0.838
N 0.12565 0.70570 -3.97072  -0.381
N 1.19238 1.17610 -4.50275  -0.967
H 5.10149 -0.42109 -4.47194  0.480
H 3.81748 0.30450 -5.44710  0.406
H 3.43190 -0.47609 -3.91389  0.063
H 5.20796 1.99465 -4.18165  0.411
H 3.97947 0.75307 -1.66422  0.088
H 5.04681 2.15137 -1.73107  0.170
H 5.65365 0.55314 -2.17595  0.493
H 3.08855 2.82353 -4.77303  0.348
H 3.27196 3.20161 -3.05316  0.453
H 1.55589 1.92591 -1.39890  0.761
C 4.36749 -4.75047 4.95425  -1.552
C 3.28910 -3.95526 4.27268  0.987
C 2.04883 -4.52346 3.99900  -1.014
C 1.03168 -3.78886 3.40872  -0.136
C 1.26432 -2.45992 3.09455  -0.129
C 2.49840 -1.87192 3.34565  -0.628
C 3.50181 -2.62149 3.93206  -0.930
S 0.07836 -1.32598 2.40537  1.501
O -0.24379 -0.34439 3.42960  -0.792
O -1.13255 -2.44017 2.34663  -0.302
O 2.47141 1.30637 0.96489  -0.020
H 4.20749 -5.82073 4.83140  0.374
H 4.37692 -4.53621 6.02487  0.297
H 5.35209 -4.49983 4.56054  0.384
H 1.87267 -5.56245 4.25059  0.355
H 0.07301 -4.24152 3.21078  0.311
H 2.66686 -0.83131 3.09276  0.519
H 4.46286 -2.16332 4.13069  0.493

Formula: C55H56AsCdN10O4PS5
Source: the OMol25 dataset
Level of theory: ωB97M-V with the def2-TZVPD basis set

Computed properties:
Total charge: -2
Kohn-Sham gap, eV: 6.58

Last column: Mulliken charge in e.
Geometry (Å):
Cd 0.95318 0.45389 -0.31709  3.241
N 2.19551 -0.67893 -4.52119  -0.575
C 1.50770 -0.05163 -3.47638  0.377
S 0.95236 -1.15741 -2.22679  -0.524
N 1.40014 1.21970 -3.57522  -1.002
N 0.56602 1.90258 -2.72656  0.564
C 1.06684 2.91038 -2.10817  -0.292
C 2.46554 3.29829 -1.95912  0.460
C 2.80968 4.65134 -1.97243  -0.398
C 4.11635 5.07888 -1.82112  -0.908
C 5.10836 4.10799 -1.61962  -0.435
C 4.79192 2.77064 -1.53325  -1.154
C 3.44499 2.29930 -1.64643  0.074
O 3.12921 1.08560 -1.41287  0.120
H 2.79931 -0.03535 -5.01214  0.277
H 2.65743 -1.52521 -4.22958  0.219
H 0.32414 3.54121 -1.62282  -0.166
H 2.01889 5.38202 -2.12457  0.396
H 4.36555 6.13189 -1.85257  0.331
H 6.14333 4.41794 -1.50853  0.401
H 5.56213 2.03158 -1.33497  0.302
O -2.44732 1.45581 2.57573  -0.681
S -2.05181 1.70216 1.20852  -0.156
O -2.51347 0.77388 0.20567  0.311
N -0.48135 1.90967 1.04570  1.165
C 0.15292 2.74001 1.96689  -0.522
C -0.44596 3.65511 2.81644  -0.610
C 0.30362 4.49377 3.66344  -1.091
C 1.66459 4.43440 3.71290  -0.814
C 2.32560 3.47847 2.90833  1.677
C 3.72680 3.30267 2.94145  -1.152
C 4.31138 2.32702 2.19385  -0.948
C 3.49184 1.51672 1.38547  -0.278
N 2.19557 1.67489 1.31278  1.155
C 1.58439 2.63528 2.05221  -1.307
C -2.83887 3.25045 0.78943  0.012
C -4.06017 3.53802 1.38805  -0.761
C -4.70432 4.72782 1.08258  -0.596
C -4.12751 5.62261 0.18968  -0.585
C -2.91296 5.32186 -0.41047  -0.466
C -2.26524 4.13176 -0.11228  0.391
H -1.52176 3.73365 2.85396  0.536
H -0.22954 5.19715 4.29296  0.397
H 2.24171 5.08046 4.36402  0.367
H 4.31947 3.95404 3.57526  0.355
H 5.38258 2.17389 2.19452  0.445
H 3.89867 0.73208 0.76422  0.259
H -4.47515 2.83465 2.09868  0.513
H -5.65616 4.96000 1.54535  0.387
H -4.63155 6.55214 -0.04802  0.366
H -2.47054 6.01210 -1.11830  0.425
H -1.31646 3.87875 -0.56362  -0.343
S -4.86674 -2.83152 5.03754  -0.504
C -3.35774 -2.74851 4.29945  0.096
S -3.10885 -1.79846 2.89222  0.024
C -1.41408 -2.27790 2.79517  -0.631
N -1.08642 -3.06385 3.78099  -0.594
N -2.17176 -3.32200 4.62068  0.459
C -1.86392 -4.17166 5.72091  0.424
C -2.83509 -4.66774 6.58755  -0.400
C -2.46738 -5.49543 7.64264  -0.711
C -1.14590 -5.84548 7.85869  -0.401
C -0.17942 -5.35075 6.99126  -0.558
C -0.52591 -4.52614 5.93493  -0.218
S -0.39298 -1.80124 1.52348  -0.012
H -3.87029 -4.40797 6.43813  0.147
H -3.24369 -5.86719 8.30132  0.346
H -0.87106 -6.48898 8.68556  0.356
H 0.86377 -5.60715 7.13337  0.350
H 0.22496 -4.14429 5.26207  0.541
C 3.65909 -3.97914 -1.81869  -0.874
N 3.01815 -3.64067 -0.56460  0.873
C 1.62308 -4.07399 -0.49555  -0.869
P 3.48813 -2.45239 0.49270  -0.433
O 2.67733 -1.22043 0.59698  0.077
N 5.07153 -2.16038 0.00229  -0.127
C 6.00955 -1.70468 1.02237  -0.779
C 5.11253 -1.26832 -1.17709  -0.759
N 3.59525 -3.17785 1.98252  0.475
C 2.66398 -2.80267 3.04493  -1.003
C 4.10039 -4.53360 2.07430  -1.254
H 3.53822 -5.05412 -1.99288  0.424
H 4.72196 -3.75958 -1.78271  0.332
H 3.20354 -3.44667 -2.66271  0.005
H 1.58114 -5.16365 -0.59855  0.309
H 1.02410 -3.61741 -1.28716  0.230
H 1.16922 -3.79084 0.45378  0.079
H 7.02437 -1.75992 0.61968  0.354
H 5.94820 -2.33532 1.90685  0.356
H 5.82224 -0.66546 1.32313  0.055
H 5.96789 -1.52598 -1.80973  0.350
H 5.17485 -0.22138 -0.87756  0.190
H 4.19649 -1.33922 -1.76358  0.178
H 2.24818 -1.81873 2.84482  0.031
H 3.18742 -2.79017 4.00658  0.303
H 1.82292 -3.50134 3.10430  0.456
H 4.73930 -4.76244 1.22274  0.342
H 3.28363 -5.26567 2.09894  0.272
H 4.69009 -4.65037 2.99010  0.371
C -1.90107 -1.34563 -7.09053  -0.495
C -1.24564 -0.19866 -6.66402  -0.938
C -1.42845 0.27117 -5.37130  0.091
C -2.28316 -0.37558 -4.47556  0.832
C -2.91055 -1.54382 -4.90914  -0.413
C -2.72782 -2.02053 -6.20334  -0.766
As -2.32665 0.24353 -2.58109  1.359
C -3.78864 -0.93463 -2.00197  -0.123
C -3.49634 -1.80102 -0.95106  -0.690
C -4.45125 -2.69896 -0.48807  -0.553
C -5.71186 -2.73665 -1.06778  -0.601
C -6.01187 -1.87950 -2.12082  -0.716
C -5.05359 -0.98745 -2.58470  -0.042
C -3.31815 1.92712 -2.87812  0.246
C -2.67310 2.92122 -3.62096  0.153
C -3.28376 4.14452 -3.86455  -1.003
C -4.53694 4.41704 -3.33164  -0.535
C -5.15418 3.46717 -2.53015  -0.771
C -4.54722 2.23830 -2.30032  -0.330
H -1.74884 -1.72365 -8.09511  0.340
H -0.56445 0.31896 -7.32947  0.394
H -0.85786 1.13147 -5.04873  -0.055
H -3.55326 -2.09600 -4.23588  0.273
H -3.23161 -2.92928 -6.51360  0.386
H -2.52733 -1.74786 -0.46270  0.211
H -4.21336 -3.35124 0.34342  0.509
H -6.46252 -3.42298 -0.69355  0.365
H -6.99355 -1.90421 -2.58022  0.371
H -5.28674 -0.34572 -3.42656  0.470
H -1.66991 2.74512 -3.98572  0.060
H -2.76514 4.89525 -4.45020  0.414
H -5.01451 5.37325 -3.51219  0.371
H -6.10941 3.68696 -2.06659  0.369
H -5.02913 1.52489 -1.64387  0.381

Number 1: lowest unoccupied orbital energy -2.80 eV. Number 2: lowest unoccupied orbital energy 0.04 eV. Number 3: lowest unoccupied orbital energy 3.93 eV.